Here is a structure of composition C46H28Cl2F4GeN5O2Rh from the OMol25 dataset. Energies are from ωB97M-V with the def2-TZVPD basis set.

Structure (XYZ):
```
89
Properties=species:S:1:pos:R:3:forces:R:3
Rh 0.7724 -0.6968 2.3105 0.02 0.04 0.05
F -6.2281 0.1932 1.1271 0.00 0.00 0.00
C -5.2934 0.5202 0.2138 0.03 0.03 0.05
C -5.6246 1.4854 -0.7171 -0.02 0.00 0.01
F -6.8709 1.9972 -0.6476 -0.01 0.00 0.00
C -4.7348 1.9627 -1.6892 0.03 0.03 0.00
C -3.4929 1.3195 -1.6372 -0.04 0.03 0.06
C -3.1687 0.3531 -0.7106 0.01 -0.01 -0.03
F -1.9213 -0.1577 -0.7647 0.10 -0.02 0.00
C -4.0441 -0.0908 0.2724 -0.07 -0.08 0.02
C -3.6611 -1.0876 1.2879 0.23 0.26 0.13
C -2.4054 -0.9977 1.8738 0.29 -0.37 0.21
N -1.3509 -0.9231 2.3716 -0.50 0.15 -0.29
C -4.5419 -2.0894 1.7370 0.08 -0.03 0.00
N -5.2514 -2.9273 2.1068 -0.01 -0.05 -0.01
F -2.5314 1.6561 -2.5205 0.09 0.03 -0.06
C -5.0448 3.0210 -2.6274 0.00 0.04 0.00
C -4.1484 3.4370 -3.6371 -0.02 -0.05 -0.01
N -3.4546 3.8069 -4.4893 0.01 0.04 0.01
C -6.2415 3.7700 -2.5822 0.00 -0.02 -0.01
N -7.1975 4.4253 -2.5993 0.00 0.02 0.02
Cl 3.9951 -6.4997 -0.8484 0.00 0.00 -0.02
C 3.3440 -5.1580 -1.7607 -0.02 -0.03 0.00
C 3.7541 -5.0043 -3.0718 0.01 -0.02 0.02
C 3.2460 -3.9592 -3.8239 -0.01 0.01 -0.01
C 2.3681 -3.0636 -3.2363 0.01 0.02 -0.01
C 1.9946 -3.2078 -1.9102 0.05 -0.02 -0.01
Cl 1.0281 -1.9772 -1.2028 -0.14 0.12 0.12
C 2.4389 -4.2900 -1.1305 -0.04 -0.12 0.06
N 2.0904 -4.4748 0.1969 -0.05 0.15 -0.01
C 0.7574 -4.5279 0.7066 0.10 -0.13 -0.06
C -0.3334 -4.6696 -0.1480 0.05 0.03 -0.01
C -1.6164 -4.7460 0.3628 -0.02 0.02 0.04
C -1.8186 -4.7299 1.7364 -0.06 0.01 -0.14
C -0.7278 -4.6279 2.5770 -0.01 0.09 0.09
C 0.5698 -4.5098 2.0913 0.08 0.11 -0.03
C 1.7044 -4.3641 3.0709 0.00 0.16 0.11
C 1.5229 -3.2401 4.1263 -0.10 0.17 -0.12
O 1.9701 -3.4244 5.2514 0.02 -0.04 -0.07
O 0.9065 -2.1825 3.7322 0.04 -0.46 0.04
H 4.4543 -5.7130 -3.4920 0.00 0.00 0.00
H 3.5430 -3.8342 -4.8564 0.00 0.00 0.00
H 1.9817 -2.2154 -3.7859 0.01 0.00 0.01
H 2.7212 -5.0853 0.6892 0.01 -0.02 -0.02
H -0.1755 -4.7066 -1.2187 0.01 0.02 -0.01
H -2.4638 -4.8044 -0.3084 0.01 -0.01 -0.01
H -2.8217 -4.7627 2.1350 -0.08 0.01 0.05
H -0.8778 -4.5894 3.6502 0.00 0.01 0.00
H 2.6405 -4.1377 2.5549 0.00 0.06 0.04
H 1.8577 -5.2888 3.6312 0.02 0.01 -0.03
C 0.8398 0.6346 1.3450 -0.06 -0.06 -0.05
Ge 0.9243 2.3334 0.3397 0.04 -0.02 -0.11
C -0.8176 3.1585 0.5016 0.03 0.04 0.04
C -1.8059 2.5765 1.2924 -0.02 -0.01 0.00
C -3.0644 3.1579 1.3806 -0.01 -0.02 -0.02
C -3.3453 4.3177 0.6754 -0.03 -0.02 -0.02
C -2.3634 4.9098 -0.1085 0.01 0.01 -0.02
C -1.1027 4.3383 -0.1871 -0.03 -0.06 -0.07
C 2.3605 3.3254 1.2130 -0.02 0.01 0.03
C 2.5878 3.1849 2.5817 0.02 -0.01 -0.01
C 3.5790 3.9251 3.2109 0.00 -0.01 0.00
C 4.3522 4.8160 2.4791 0.00 0.00 0.00
C 4.1393 4.9589 1.1153 0.00 0.00 0.00
C 3.1505 4.2139 0.4865 0.01 -0.01 0.01
C 1.4425 1.9510 -1.4929 0.00 -0.08 0.04
C 0.5669 2.1786 -2.5498 -0.02 0.04 -0.03
C 0.9289 1.8454 -3.8496 0.01 -0.01 0.01
C 2.1697 1.2769 -4.0962 -0.02 -0.03 -0.01
C 3.0486 1.0363 -3.0466 0.01 -0.01 0.01
C 2.6856 1.3709 -1.7511 0.01 0.04 0.00
H -1.6110 1.6521 1.8239 0.00 -0.01 0.02
H -3.8344 2.6777 1.9710 -0.01 0.00 0.01
H -4.3386 4.7470 0.7124 0.00 -0.01 -0.01
H -2.5901 5.8008 -0.6799 0.00 0.00 0.00
H -0.3501 4.7991 -0.8192 0.00 0.01 0.01
H 2.0015 2.4775 3.1584 -0.01 0.01 0.00
H 3.7507 3.8004 4.2728 0.00 0.00 0.00
H 5.1254 5.3939 2.9709 0.00 0.00 0.00
H 4.7463 5.6470 0.5393 0.00 0.00 0.00
H 3.0011 4.3183 -0.5830 -0.01 0.01 0.00
H -0.4100 2.6067 -2.3692 -0.04 -0.01 0.00
H 0.2303 2.0225 -4.6576 0.00 0.01 0.01
H 2.4505 1.0091 -5.1081 0.00 0.01 0.00
H 4.0113 0.5772 -3.2364 0.00 0.00 0.00
H 3.3726 1.1705 -0.9350 0.00 -0.01 0.00
C 2.8633 -0.7977 2.2453 0.00 -0.01 0.01
H 3.4071 0.0248 1.7818 0.00 0.01 0.00
H 3.0897 -1.7160 1.6953 0.00 0.00 0.00
H 3.1893 -0.9041 3.2809 0.00 0.00 0.00
```
Forces are in eV/Å.

The value obtained for the orbital gap is 5.33 eV. As for the total charge: -2. The HOMO energy comes out at -0.0684 Eh. As for the total energy: -5701.294406 Ha. The energy above the lowest of the compared OMol25 structures with the same formula, charge and spin is 0.000 eV.